# C22H15F7O2S

2 unconnected molecules or ions with the total composition C22H15F7O2S at a distorted geometry (ωB97M-V with the def2-TZVPD basis set, the OMol25 dataset).

Its LUMO energy is -3.135 eV. The calculation puts the frontier orbital gap at 3.6 eV. The net charge is 0. The calculation puts the total energy at -2094.9188 hartree.

Each line ends with the natural charge from an NBO analysis.
Geometry (Å):
F (1.565, -2.679, -4.739)  -0.325
C (0.450, -1.984, -4.321)  0.399
C (-0.142, -1.121, -5.238)  -0.297
C (-1.214, -0.363, -4.764)  0.403
F (-1.874, 0.456, -5.649)  -0.320
C (-1.592, -0.359, -3.441)  -0.204
C (-0.896, -1.167, -2.484)  -0.091
C (-1.174, -0.979, -1.109)  -0.012
C (-0.946, -1.895, -0.043)  -0.072
C (-1.986, -2.044, 0.925)  -0.250
C (-1.837, -2.959, 1.948)  0.413
F (-2.854, -3.097, 2.867)  -0.322
C (-0.693, -3.743, 2.105)  -0.325
C (0.309, -3.581, 1.151)  0.416
F (1.425, -4.382, 1.251)  -0.324
C (0.242, -2.661, 0.114)  -0.271
C (0.043, -2.110, -2.997)  -0.240
H (0.195, -1.044, -6.266)  0.257
H (-2.402, 0.284, -3.107)  0.249
H (-1.814, -0.125, -0.870)  0.243
H (-2.890, -1.441, 0.827)  0.240
H (-0.598, -4.445, 2.926)  0.256
H (1.095, -2.505, -0.544)  0.238
H (0.495, -2.858, -2.352)  0.237
C (-0.048, 2.406, 5.489)  -0.633
C (0.307, 2.227, 4.044)  -0.001
C (1.425, 1.467, 3.674)  -0.219
C (1.681, 1.172, 2.345)  -0.169
C (0.854, 1.690, 1.299)  -0.105
C (1.067, 1.314, -0.042)  -0.608
S (0.512, 2.304, -1.345)  2.071
C (1.860, 1.981, -2.633)  0.741
F (1.457, 2.299, -3.879)  -0.306
F (2.978, 2.675, -2.343)  -0.306
F (2.165, 0.652, -2.613)  -0.332
O (-0.711, 1.763, -1.906)  -0.948
O (0.569, 3.713, -1.027)  -0.902
C (-0.214, 2.551, 1.689)  -0.129
C (-0.469, 2.795, 3.023)  -0.223
H (-0.947, 3.021, 5.587)  0.217
H (-0.251, 1.437, 5.962)  0.223
H (0.771, 2.864, 6.057)  0.224
H (2.089, 1.087, 4.453)  0.214
H (2.518, 0.534, 2.049)  0.211
H (1.642, 0.424, -0.311)  0.256
H (-0.861, 2.985, 0.931)  0.215
H (-1.298, 3.441, 3.305)  0.211

# C22H16Cl5FeN3OS3

A molecular structure, C22H16Cl5FeN3OS3 (ωB97M-V with the def2-TZVPD basis set, the OMol25 dataset).

Its LUMO energy (spin up / spin down) is 0.039 / -2.645 eV. The calculation puts the frontier orbital gap (spin up / spin down) at 8.4 / 5.7 eV. The net charge is 0. The spin multiplicity is 5. The calculation puts the total energy at -5846.6602 hartree.

Each line ends with the natural charge from an NBO analysis.
Geometry (Å):
Fe (-1.841, 0.008, 0.353)  1.143
O (-3.308, -1.494, -0.374)  -0.758
C (-4.198, -1.156, -1.443)  -0.068
C (-5.478, -0.618, -0.836)  -0.405
C (-5.181, 0.385, 0.285)  -0.467
C (-4.449, 1.594, -0.217)  0.264
C (-5.154, 2.721, -0.625)  -0.251
C (-4.480, 3.832, -1.094)  -0.138
C (-3.096, 3.791, -1.155)  -0.249
C (-2.459, 2.639, -0.746)  0.062
N (-3.106, 1.559, -0.280)  -0.547
H (-2.930, -2.372, -0.472)  0.506
H (-4.378, -2.021, -2.080)  0.190
H (-3.706, -0.392, -2.053)  0.181
H (-6.078, -1.432, -0.426)  0.217
H (-6.065, -0.146, -1.629)  0.210
H (-4.583, -0.093, 1.060)  0.265
H (-6.115, 0.698, 0.751)  0.225
H (-6.233, 2.713, -0.559)  0.224
H (-5.023, 4.714, -1.405)  0.224
H (-2.513, 4.627, -1.514)  0.232
H (-1.381, 2.557, -0.809)  0.228
Cl (-2.320, -0.152, 2.463)  -0.599
C (-0.314, -1.056, -0.155)  -0.238
C (-0.596, -0.236, -1.163)  -0.246
C (0.173, -0.207, -2.306)  -0.101
Cl (-0.161, 0.901, -3.599)  0.017
C (1.254, -1.083, -2.364)  -0.097
Cl (2.297, -1.079, -3.734)  0.056
C (1.527, -1.961, -1.289)  -0.091
Cl (2.865, -3.040, -1.388)  0.056
C (0.724, -1.957, -0.149)  -0.094
Cl (0.999, -3.037, 1.170)  0.036
S (5.551, 0.139, -1.562)  0.005
C (4.323, 0.635, -0.618)  -0.197
S (3.045, 1.685, -1.131)  0.464
C (2.212, 1.483, 0.375)  -0.253
N (2.891, 0.698, 1.229)  -0.164
N (4.026, 0.272, 0.705)  -0.209
C (4.833, -0.572, 1.551)  0.195
C (6.210, -0.418, 1.602)  -0.223
C (6.940, -1.226, 2.462)  -0.204
C (6.301, -2.163, 3.259)  -0.196
C (4.920, -2.286, 3.210)  -0.200
C (4.176, -1.487, 2.358)  -0.219
S (0.766, 2.188, 0.756)  0.070
H (6.706, 0.321, 0.998)  0.236
H (8.014, -1.111, 2.508)  0.219
H (6.878, -2.790, 3.926)  0.218
H (4.412, -3.007, 3.837)  0.222
H (3.101, -1.567, 2.316)  0.247

# C22H16F3NO2S

C22H16F3NO2S in the gas phase at a distorted geometry (ωB97M-V with the def2-TZVPD basis set, the OMol25 dataset).

Its LUMO energy is -0.244 eV. The calculation puts the frontier orbital gap at 9.0 eV. The net charge is 0. The calculation puts the total energy at -1750.8862 hartree. As for the structure (SMILES): N#Cc1ccc([C@@H](C(c2ccccc2)c2ccccc2)S(=O)(=O)C(F)(F)F)cc1.

Each line ends with the natural charge from an NBO analysis.
Geometry (Å):
F (-4.828, 1.809, 1.679)  -0.298
C (-3.727, 1.181, 2.169)  0.765
F (-2.739, 2.111, 2.326)  -0.320
F (-4.012, 0.658, 3.378)  -0.305
S (-3.088, -0.234, 1.019)  2.022
C (-1.192, -0.134, 1.074)  -0.418
C (-0.729, -1.576, 1.339)  -0.066
C (0.171, -1.805, 2.406)  -0.128
C (0.708, -3.093, 2.614)  -0.177
C (0.382, -4.165, 1.764)  -0.163
C (0.934, -5.514, 1.885)  0.275
N (1.288, -6.629, 1.925)  -0.294
C (-0.524, -3.916, 0.731)  -0.154
C (-1.107, -2.665, 0.539)  -0.189
O (-3.622, -1.487, 1.511)  -0.877
O (-3.387, 0.188, -0.325)  -0.929
H (-1.056, 0.452, 2.024)  0.239
H (0.444, -0.993, 3.104)  0.220
H (1.392, -3.270, 3.448)  0.231
H (-0.776, -4.746, 0.092)  0.231
H (-1.856, -2.556, -0.258)  0.235
C (-0.409, 0.971, -0.031)  -0.227
C (-0.906, 2.385, -0.297)  0.028
C (-1.981, 2.509, -1.188)  -0.193
C (-2.726, 3.675, -1.218)  -0.213
C (-2.419, 4.752, -0.392)  -0.210
C (-1.265, 4.689, 0.368)  -0.200
C (-0.465, 3.540, 0.381)  -0.233
C (1.079, 0.775, 0.207)  -0.042
C (1.761, -0.157, -0.584)  -0.193
C (3.125, -0.332, -0.401)  -0.201
C (3.801, 0.350, 0.608)  -0.210
C (3.070, 1.148, 1.481)  -0.203
C (1.699, 1.325, 1.315)  -0.223
H (-0.766, 0.306, -0.852)  0.231
H (-2.269, 1.658, -1.820)  0.232
H (-3.597, 3.725, -1.861)  0.218
H (-2.999, 5.677, -0.409)  0.219
H (-0.983, 5.521, 1.000)  0.213
H (0.447, 3.544, 0.975)  0.218
H (1.219, -0.715, -1.366)  0.220
H (3.672, -0.997, -1.056)  0.219
H (4.894, 0.333, 0.666)  0.222
H (3.544, 1.639, 2.313)  0.215
H (1.110, 1.871, 2.054)  0.214

# C22H16INO2PdS

A molecular structure, C22H16INO2PdS (ωB97M-V with the def2-TZVPD basis set, the OMol25 dataset).

Its LUMO energy (spin up / spin down) is -7.670 / -9.902 eV. The calculation puts the frontier orbital gap (spin up / spin down) at 6.8 / 4.6 eV. The net charge is +2. The spin multiplicity is 3. The calculation puts the total energy at -1876.2142 hartree.

Each line ends with the natural charge from an NBO analysis.
Geometry (Å):
Pd (-0.394, -1.704, -1.244)  0.779
I (-2.024, 0.624, -2.264)  0.378
C (-0.271, 0.936, -3.308)  -0.041
C (-0.320, 1.972, -4.257)  -0.190
C (0.802, 2.338, -4.968)  -0.162
C (2.010, 1.681, -4.730)  -0.022
C (2.093, 0.637, -3.793)  -0.030
C (3.330, 0.013, -3.568)  -0.053
C (3.452, -1.016, -2.637)  -0.152
C (2.332, -1.448, -1.949)  -0.234
C (1.086, -0.860, -2.178)  0.062
C (0.930, 0.219, -3.071)  -0.263
H (-1.254, 2.491, -4.424)  0.258
H (0.748, 3.136, -5.696)  0.264
H (2.902, 1.972, -5.271)  0.248
H (4.197, 0.348, -4.124)  0.248
H (4.413, -1.479, -2.459)  0.261
H (2.420, -2.252, -1.229)  0.260
O (0.183, -1.506, 0.690)  -1.014
S (0.395, -0.310, 1.653)  1.276
C (-1.042, 0.701, 1.454)  -0.317
C (-2.326, 0.179, 1.574)  -0.153
C (-3.407, 1.016, 1.354)  -0.219
C (-3.199, 2.359, 1.040)  -0.168
C (-1.915, 2.870, 0.936)  -0.202
C (-0.821, 2.034, 1.135)  -0.197
C (0.146, -1.038, 3.245)  -0.201
C (-0.444, -2.284, 3.389)  -0.233
C (-0.626, -2.781, 4.670)  -0.187
C (-0.223, -2.037, 5.772)  -0.159
C (0.376, -0.795, 5.606)  -0.182
C (0.575, -0.287, 4.332)  -0.225
H (-2.477, -0.855, 1.860)  0.230
H (-4.414, 0.634, 1.458)  0.243
H (-4.050, 3.011, 0.895)  0.243
H (-1.761, 3.916, 0.710)  0.242
H (0.189, 2.419, 1.062)  0.236
H (-0.735, -2.860, 2.521)  0.234
H (-1.078, -3.754, 4.809)  0.239
H (-0.367, -2.433, 6.767)  0.242
H (0.700, -0.227, 6.466)  0.242
H (1.055, 0.674, 4.191)  0.233
O (-0.309, -3.587, -3.372)  -0.032
N (-0.878, -2.668, -3.046)  0.217

# C22H16IrN6O5S

A molecular structure, C22H16IrN6O5S (ωB97M-V with the def2-TZVPD basis set, the OMol25 dataset).

Its LUMO energy is -8.668 eV. The calculation puts the frontier orbital gap at 5.2 eV. The net charge is +2. The spin multiplicity is 2. The calculation puts the total energy at -2054.5047 hartree.

Each line ends with the natural charge from an NBO analysis.
Geometry (Å):
Ir (2.381, 1.038, -0.490)  1.260
O (1.605, -3.747, -2.780)  -0.626
C (2.331, -4.014, -1.695)  0.408
C (2.557, -5.364, -1.417)  -0.277
C (3.313, -5.730, -0.331)  -0.092
C (3.872, -4.770, 0.530)  -0.244
C (3.639, -3.447, 0.292)  -0.135
C (2.859, -3.031, -0.817)  -0.234
C (2.616, -1.635, -0.994)  0.606
O (3.019, -0.797, -0.047)  -0.697
N (2.006, -1.185, -2.106)  -0.430
N (1.867, 0.152, -2.097)  -0.119
C (1.463, 0.909, -3.064)  0.068
C (1.399, 2.350, -2.788)  0.120
C (0.904, 3.262, -3.693)  -0.173
C (0.893, 4.614, -3.348)  -0.097
C (1.390, 5.007, -2.122)  -0.207
C (1.868, 4.038, -1.247)  0.089
N (1.866, 2.745, -1.562)  -0.502
H (1.557, -2.790, -2.935)  0.505
H (2.134, -6.098, -2.088)  0.253
H (3.486, -6.781, -0.141)  0.241
H (4.484, -5.079, 1.364)  0.241
H (4.063, -2.692, 0.938)  0.230
H (1.227, 0.471, -4.026)  0.268
H (0.541, 2.929, -4.656)  0.263
H (0.501, 5.346, -4.042)  0.266
H (1.413, 6.047, -1.829)  0.270
H (2.266, 4.301, -0.275)  0.237
O (-5.802, 2.864, 0.888)  -0.865
S (-6.571, 2.143, 1.849)  2.375
O (-7.248, 0.945, 1.418)  -0.789
O (-6.986, 2.799, 3.047)  -0.815
C (-5.083, 0.895, 2.741)  0.444
N (-5.430, 0.221, 3.783)  -0.373
C (-4.444, -0.504, 4.309)  0.128
C (-3.166, -0.506, 3.744)  -0.251
C (-2.966, 0.274, 2.620)  0.173
N (-3.973, 0.995, 2.100)  -0.446
C (-1.679, 0.415, 1.888)  0.047
C (-0.502, -0.220, 2.271)  -0.199
C (0.652, -0.021, 1.547)  0.053
N (0.671, 0.796, 0.472)  -0.379
C (-0.465, 1.410, 0.079)  0.033
C (-1.642, 1.239, 0.760)  -0.140
H (-4.678, -1.089, 5.189)  0.239
H (-2.388, -1.111, 4.186)  0.242
H (-0.455, -0.880, 3.125)  0.258
H (1.581, -0.507, 1.807)  0.258
H (-0.405, 2.048, -0.788)  0.227
H (-2.540, 1.745, 0.431)  0.286